[1]
Entry from the Open Molecules 2025 dataset: a single F2HNS molecule in a non-equilibrium geometry (ωB97M-V/def2-TZVPD).

```
5
Properties=species:S:1:pos:R:3
F -0.91 -0.10 -1.25
N -0.61 -0.06 0.12
S 1.03 -0.18 0.40
F 1.40 1.39 0.19
H -0.91 -1.05 0.54
```

Properties
- SMILES string = FNSF
- E (eV) = -17773.4338
- HOMO-LUMO gap (eV) = 10.09
- LUMO energy (eV) = 0.15
- relative energy (zero: lowest compared OMol25 entry of this formula, charge and spin) (kJ/mol) = 169.83

[2]
Entry from the Open Molecules 2025 dataset: a gas-phase ion, C7H9N3 (charge +2) in a non-equilibrium geometry (ωB97M-V/def2-TZVPD).

```
19
Properties=species:S:1:pos:R:3
C 0.61 -1.87 2.19
C -1.57 -0.99 2.81
C -1.62 0.29 2.08
C 1.70 -2.44 2.01
C -0.67 0.82 -1.31
C -0.36 1.04 0.06
C -0.37 1.59 -2.43
N -0.50 -1.66 2.75
N -0.89 0.56 1.11
N 2.74 -3.17 1.77
H -2.29 -1.31 3.58
H -2.37 1.07 2.32
H -1.07 -0.13 -1.51
H 0.45 1.67 0.23
H -0.99 2.47 -2.27
H 0.63 1.94 -2.39
H -0.63 1.26 -3.46
H 2.72 -3.90 2.46
H 3.57 -2.99 1.15
```

Properties
- E (eV) = -11850.9784
- HOMO-LUMO gap (spin up / spin down) (eV) = 7.96 / 5.48
- charge = +2
- LUMO energy (spin up / spin down) (eV) = -9.59 / -11.22
- relative energy (zero: lowest compared OMol25 entry of this formula, charge and spin) (kJ/mol) = 391.27

[3]
Entry from the Open Molecules 2025 dataset: a single C24H40N2O4 molecule (ωB97M-V/def2-TZVPD).

```
70
Properties=species:S:1:pos:R:3
C -1.64 5.32 1.08
C -0.96 4.82 -0.19
C -1.91 3.98 -1.04
C -1.20 3.44 -2.27
N -0.05 2.64 -1.88
C 0.53 1.91 -2.99
C -0.27 0.62 -3.23
O -0.67 0.07 -2.00
C 0.59 -0.41 -4.00
O 1.83 -0.63 -3.37
C 1.84 -1.39 -2.22
C 2.68 -0.96 -1.20
C 2.81 -1.68 -0.03
C 2.09 -2.86 0.14
O 2.18 -3.67 1.25
C 2.30 -3.09 2.52
C 0.93 -2.70 3.10
O 1.11 -2.35 4.45
C 0.28 -1.54 2.34
N -0.92 -1.12 3.06
C -2.10 -1.91 2.76
C -2.71 -1.61 1.39
C -3.04 -0.13 1.26
C -3.59 0.19 -0.13
C -1.78 0.68 1.56
C -1.22 0.30 2.94
C 1.27 -3.30 -0.89
C 1.15 -2.58 -2.06
C 0.91 3.44 -1.14
C 0.27 3.97 0.14
H -2.51 5.93 0.83
H -0.96 5.92 1.67
H -1.97 4.48 1.69
H -0.64 5.69 -0.78
H -2.77 4.58 -1.35
H -2.28 3.14 -0.45
H -1.88 2.81 -2.85
H -0.88 4.28 -2.92
H 1.55 1.63 -2.72
H 0.57 2.51 -3.92
H -1.16 0.82 -3.85
H -0.64 0.82 -1.38
H 0.83 -0.01 -4.99
H 0.02 -1.33 -4.12
H 3.25 -0.05 -1.34
H 3.48 -1.32 0.74
H 2.96 -2.22 2.54
H 2.73 -3.86 3.17
H 0.27 -3.59 3.03
H 0.34 -1.81 4.69
H 0.98 -0.70 2.33
H 0.08 -1.83 1.30
H -1.83 -2.97 2.83
H -2.83 -1.70 3.54
H -3.61 -2.21 1.26
H -2.01 -1.89 0.59
H -3.80 0.13 2.01
H -3.84 1.25 -0.21
H -4.49 -0.38 -0.32
H -2.86 -0.05 -0.89
H -2.00 1.75 1.55
H -1.03 0.47 0.79
H -0.32 0.87 3.16
H -1.97 0.53 3.70
H 0.74 -4.23 -0.76
H 0.50 -2.95 -2.84
H 1.76 2.81 -0.89
H 1.27 4.28 -1.75
H 1.00 4.57 0.69
H -0.03 3.13 0.76
```

Properties
- SMILES string = CC1CCN(C[C@H](O)COc2ccc(OC[C@@H](O)CN3CCC(C)CC3)cc2)CC1
- E (eV) = -36707.2574
- HOMO-LUMO gap (eV) = 8.65
- LUMO energy (eV) = 0.77
- relative energy (zero: lowest compared OMol25 entry of this formula, charge and spin) (kJ/mol) = 0.00